(1)
DFT (the ωB97M-V functional and the def2-TZVPD basis) results for a structure of composition C55H49CrIN7O5Se.

Spin multiplicity = 5
Expectation value of S² = 6.25
LUMO (spin up / spin down) = 1.998 / 1.942 eV
Total charge = -1
Highest occupied orbital energy (spin up / spin down) = -1.55 / -3.20 eV

The geometry in XYZ format:
```
119
Properties=species:S:1:pos:R:3:lowdin_charge:R:1
Cr 0.0000 0.0000 0.0000 0.439
C -1.7859 9.7050 1.1180 -0.097
O -1.4610 9.0796 -0.1178 -0.101
C -1.2357 7.7299 -0.0794 -0.293
C -1.0063 7.1347 -1.3250 -0.009
C -0.7735 5.7596 -1.4310 -0.014
C -0.7675 4.9659 -0.2822 -0.210
C -0.9855 5.5652 0.9675 -0.007
C -1.2181 6.9391 1.0694 -0.023
C -0.5506 3.4974 -0.3501 -0.040
C 0.7166 3.0294 -0.3834 -0.271
C 1.8669 3.7899 0.0237 -0.020
C 2.4680 3.0921 0.9883 0.023
C 1.6859 1.8150 0.9844 -0.240
N 0.9733 1.7198 -0.1033 -0.072
C 1.8029 0.9423 2.2129 -0.116
C 0.8020 0.1539 2.7247 -0.221
C 0.9776 -0.4196 4.0683 -0.035
C 0.0544 -1.3527 4.2616 -0.022
C -0.6265 -1.4613 3.0068 -0.281
C -1.1456 -2.6243 2.5833 -0.080
C -1.4345 -3.8147 3.3849 -0.201
C -2.6024 -3.8351 4.1585 -0.002
C -2.9665 -4.9807 4.8714 -0.025
C -2.1637 -6.1184 4.8195 -0.292
O -2.4230 -7.3071 5.4486 -0.100
C -3.7085 -7.4376 6.0434 -0.097
C -0.9789 -6.0875 4.0749 -0.004
C -0.6137 -4.9426 3.3592 -0.014
C -1.4352 -2.4934 1.1437 -0.243
N -1.2875 -1.3960 0.4360 -0.050
C -2.3164 -1.5893 -0.4791 -0.252
C -3.2789 -0.6459 -0.5641 -0.070
C -4.7061 -1.0241 -0.7177 -0.193
C -5.4072 -0.8866 -1.9151 -0.013
C -6.7949 -1.0765 -1.9287 -0.006
C -7.4894 -1.3837 -0.7521 -0.299
O -8.8511 -1.4757 -0.8727 -0.104
C -9.5840 -1.2499 0.3294 -0.095
C -6.7829 -1.5717 0.4336 -0.022
C -5.4012 -1.3867 0.4500 0.005
C -2.8893 0.7537 -0.1904 -0.253
C -3.7854 1.8031 -0.1262 -0.055
C -3.0179 2.9397 -0.0728 -0.064
C -1.6999 2.5084 -0.1176 -0.218
N -1.6440 1.1678 0.0727 0.022
C -2.5795 -3.0016 -0.6079 -0.051
C -2.0882 -3.6236 0.4588 -0.052
N -0.4435 -0.3119 2.2715 0.104
C 3.1307 0.9689 2.8950 -0.231
C 4.1189 0.0780 2.4557 -0.005
C 5.3810 0.0579 3.0560 -0.022
C 5.6688 0.9301 4.1066 -0.291
O 6.8600 1.0074 4.7784 -0.100
C 7.8375 0.0300 4.4442 -0.098
C 4.6852 1.8224 4.5465 -0.005
C 3.4209 1.8420 3.9496 -0.033
H -1.9785 10.7633 0.9170 0.086
H -0.9486 9.6475 1.8214 0.090
H -2.6971 9.2788 1.5513 0.093
H -1.0153 7.7469 -2.2229 0.110
H -0.6057 5.3114 -2.4073 0.117
H -0.9753 4.9514 1.8689 0.131
H -1.3808 7.3507 2.0593 0.098
H 2.1014 4.7947 -0.2804 0.108
H 3.3079 3.3540 1.5982 0.098
H 1.7277 -0.1570 4.7918 0.095
H -0.0441 -1.9914 5.1195 0.104
H -3.2320 -2.9476 4.1933 0.123
H -3.8809 -4.9413 5.4534 0.098
H -3.8034 -8.4626 6.4144 0.086
H -4.5063 -7.2766 5.3099 0.094
H -3.8164 -6.7631 6.8991 0.089
H -0.3391 -6.9647 4.0419 0.111
H 0.3039 -4.9288 2.7757 0.107
H -4.8881 -0.5910 -2.8228 0.103
H -7.3451 -0.9421 -2.8561 0.109
H -10.6370 -1.1199 0.0616 0.085
H -9.2572 -0.3345 0.8368 0.098
H -9.5149 -2.1146 0.9976 0.084
H -7.2719 -1.8403 1.3632 0.101
H -4.8568 -1.4819 1.3911 0.130
H -4.8619 1.7536 -0.1985 0.099
H -3.3780 3.9580 -0.0941 0.097
H -3.1816 -3.4438 -1.3823 0.113
H -2.1455 -4.6470 0.7631 0.122
H 3.8861 -0.6155 1.6482 0.104
H 6.1040 -0.6557 2.6788 0.096
H 8.7023 0.1853 5.0965 0.086
H 8.1770 0.1496 3.4099 0.090
H 7.4646 -0.9841 4.6242 0.093
H 4.8985 2.4983 5.3694 0.111
H 2.6533 2.5217 4.3108 0.124
N 2.0958 -3.1650 0.9368 0.187
C 1.0034 -2.9259 0.1505 -0.588
O 0.5799 -1.7847 0.0000 -0.191
C 0.3718 -4.1453 -0.4850 -0.592
I 1.3151 -4.4872 -2.3458 0.767
H 2.5781 -2.3488 1.2930 0.091
H 2.6228 -4.0251 0.8662 0.100
H -0.7011 -3.9595 -0.5993 0.004
H 0.4821 -5.0057 0.1836 0.058
C -2.0978 -1.3675 -4.5367 -0.023
N -0.9341 -0.6089 -4.9868 -0.132
C -0.5784 -0.3771 -6.2668 -0.082
C 0.5785 0.3771 -6.2667 -0.085
N 0.9341 0.6089 -4.9868 -0.137
C 2.0978 1.3675 -4.5366 -0.032
C 0.0000 0.0000 -4.2244 -0.728
Se 0.0000 0.0000 -2.4729 0.939
H -2.6776 -1.7454 -5.4057 0.095
H -2.7562 -0.7153 -3.9253 0.084
H -1.7668 -2.2331 -3.9252 0.092
H -1.1178 -0.7287 -7.1369 0.112
H 1.1179 0.7287 -7.1368 0.111
H 2.6776 1.7455 -5.4056 0.092
H 2.7561 0.7153 -3.9252 0.097
H 1.7667 2.2331 -3.9252 0.094
H 1.6930 0.0000 0.0000 0.101
```

***

(2)
DFT (the ωB97M-V functional and the def2-TZVPD basis) results for a structure of composition C55H49CsNOP3Si.

Spin multiplicity = 1
LUMO = -0.045 eV
Total charge = 0
Highest occupied orbital energy = -5.46 eV

The geometry in XYZ format:
```
111
Properties=species:S:1:pos:R:3:lowdin_charge:R:1
Cs -0.3951 -0.2253 -0.0421 0.786
C 1.0382 3.1765 2.2048 -0.259
Si -0.6576 2.5691 1.4822 0.421
C -1.2147 4.0340 0.3760 -0.320
C -0.7359 5.3463 0.4542 -0.097
C -1.1754 6.3325 -0.4120 -0.086
C -2.1223 6.0382 -1.3884 -0.086
C -2.6133 4.7494 -1.4927 -0.110
C -2.1470 3.7513 -0.6322 -0.397
P -2.8504 2.0568 -0.7083 0.989
C -2.9342 1.7255 -2.5113 -0.388
C -2.0971 2.3430 -3.4420 -0.094
C -2.1228 1.9633 -4.7781 -0.098
C -2.9536 0.9362 -5.2019 -0.104
C -3.7554 0.2781 -4.2743 -0.091
C -3.7381 0.6641 -2.9443 -0.115
C -4.5876 2.5424 -0.3373 -0.348
C -5.5997 2.7635 -1.2677 -0.092
C -6.8600 3.1680 -0.8484 -0.086
C -7.1263 3.3595 0.4988 -0.092
C -6.1180 3.1604 1.4320 -0.075
C -4.8611 2.7559 1.0152 -0.102
C -1.6300 2.8458 3.1089 -0.341
C -2.3523 3.9655 3.5132 -0.096
C -2.9111 4.0335 4.7841 -0.089
C -2.7249 2.9917 5.6821 -0.090
C -2.0122 1.8618 5.2995 -0.076
C -1.4949 1.7789 4.0105 -0.396
P -0.6924 0.2914 3.2988 0.971
C -0.4910 -0.6792 4.8651 -0.383
C -1.3642 -1.6218 5.3996 -0.085
C -1.0926 -2.2112 6.6277 -0.091
C 0.0529 -1.8771 7.3330 -0.105
C 0.9415 -0.9496 6.8047 -0.087
C 0.6695 -0.3626 5.5795 -0.124
C -2.1543 -0.5975 2.6326 -0.471
C -1.9521 -1.8884 2.1416 -0.232
C -2.9902 -2.5984 1.5595 -0.084
C -4.2514 -2.0217 1.4599 -0.080
C -4.4695 -0.7488 1.9660 -0.066
C -3.4269 -0.0445 2.5556 -0.077
H 0.9303 4.0600 2.8414 0.017
H 1.7802 3.4038 1.4327 0.012
H 1.4538 2.3796 2.8286 -0.009
H -0.0054 5.5982 1.2160 0.096
H -0.7899 7.3424 -0.3302 0.100
H -2.4779 6.8103 -2.0597 0.099
H -3.3587 4.5143 -2.2438 0.104
H -1.4539 3.1550 -3.1257 0.104
H -1.4961 2.4808 -5.4959 0.108
H -2.9863 0.6541 -6.2467 0.104
H -4.4009 -0.5295 -4.5970 0.105
H -4.3697 0.1564 -2.2228 0.110
H -5.4107 2.6284 -2.3249 0.098
H -7.6380 3.3429 -1.5817 0.101
H -8.1145 3.6642 0.8192 0.100
H -6.3101 3.3208 2.4860 0.106
H -4.0631 2.6233 1.7365 0.074
H -2.4786 4.7943 2.8228 0.100
H -3.4871 4.9032 5.0792 0.098
H -3.1447 3.0536 6.6786 0.098
H -1.8798 1.0505 6.0046 0.099
H -2.2788 -1.8768 4.8803 0.106
H -1.7869 -2.9338 7.0396 0.104
H 0.2578 -2.3408 8.2903 0.101
H 1.8382 -0.6807 7.3496 0.102
H 1.3484 0.3742 5.1597 0.103
H -0.9767 -2.3559 2.2572 0.078
H -2.8128 -3.6022 1.1925 0.106
H -5.0672 -2.5708 1.0062 0.102
H -5.4518 -0.2957 1.9105 0.107
H -3.6052 0.9356 2.9767 0.095
N 1.0764 -2.9124 -2.0202 0.085
C 2.0060 -3.8455 -1.5700 -0.330
C 2.3676 -4.9259 -2.3816 -0.038
C 3.2747 -5.8673 -1.9367 -0.086
C 3.8538 -5.7479 -0.6790 -0.089
C 3.4837 -4.6960 0.1375 -0.089
C 2.5484 -3.7510 -0.2826 -0.334
P 1.9743 -2.4622 0.9070 1.025
C 1.4498 -3.5917 2.2530 -0.378
C 1.5554 -3.2857 3.6072 -0.103
C 1.1046 -4.1851 4.5645 -0.072
C 0.4743 -5.3594 4.1886 -0.077
C 0.2860 -5.6325 2.8407 -0.075
C 0.7767 -4.7612 1.8838 -0.101
C 3.6335 -1.7935 1.3329 -0.363
C 4.2335 -1.0914 0.2831 -0.110
C 5.4651 -0.4824 0.4408 -0.079
C 6.1166 -0.5488 1.6660 -0.087
C 5.5333 -1.2413 2.7127 -0.079
C 4.3010 -1.8641 2.5494 -0.082
H 1.2227 -1.9837 -1.6651 -0.025
H 0.9261 -2.8959 -3.0170 0.080
H 1.9293 -5.0163 -3.3692 0.109
H 3.5392 -6.7031 -2.5720 0.103
H 4.5798 -6.4755 -0.3403 0.100
H 3.9114 -4.6029 1.1289 0.114
H 1.9671 -2.3400 3.9318 0.087
H 1.2305 -3.9524 5.6121 0.099
H 0.1222 -6.0489 4.9452 0.104
H -0.2363 -6.5281 2.5282 0.105
H 0.6398 -4.9945 0.8346 0.109
H 3.7339 -1.0376 -0.6798 0.101
H 5.9162 0.0487 -0.3874 0.104
H 7.0758 -0.0660 1.8000 0.102
H 6.0360 -1.2976 3.6700 0.104
H 3.8861 -2.4235 3.3749 0.085
O -0.2019 -0.5894 -3.7226 -0.069
H -1.1171 -0.7477 -3.9827 0.029
H 0.0293 0.2416 -4.1462 0.037
```